Entry 1:
DFT (ωB97M-V/def2-TZVPD) results for a structure of composition C43H58CoNO2P3S2Si at a distorted geometry.

Summary:
⟨S²⟩: 0.80
Strongest force on any atom (eV/Å): 2.1
Frontier orbital gap (alpha / beta) (eV): 4.70 / 4.76
DFT total energy (eV): -146155.156
Lowest unoccupied orbital energy (alpha / beta) (Ha): -0.038 / -0.035

```
! RIJCOSX wB97M-V def2-TZVPD def2/J DEFGRID3
* xyz 0 2
H -2.0187 2.1977 -5.1762
Co 0.2316 -0.3041 -0.6483
P -2.1265 0.4662 -1.7904
H 2.5675 3.1454 -2.6683
H 3.9306 -0.6671 0.8836
C -0.1726 -1.7043 1.3808
H 3.5193 1.0417 -3.4586
H -3.5421 1.1392 -3.6282
C -0.7281 -0.3198 1.0333
H -4.7871 -0.5702 -3.1841
C -4.0824 -0.1428 0.1956
C -1.7464 -3.4164 -2.1588
H 5.3987 0.4799 -2.3986
C -0.8208 -2.3455 2.5835
H -2.7898 5.8150 0.2082
H -1.6474 2.8389 -3.5762
H -2.6697 -3.8971 1.1367
H -0.6488 4.6411 0.5089
H 1.1048 0.9700 7.2215
H -3.2240 -0.1728 0.8675
C -1.4710 -3.5944 -0.6559
C 3.9173 -0.7528 -1.3449
C 4.3961 3.4838 0.5407
H -0.9637 -3.4158 2.6286
H -0.6130 1.6017 -4.3062
C -2.3913 2.1611 -1.0824
H 2.9829 -3.4229 -0.9426
H -1.1614 0.1871 7.7726
H -1.1880 -4.6357 -0.5195
C 4.5879 -0.8575 0.0403
H -0.9447 -3.8631 -2.7571
H 5.4093 3.8315 0.6918
H 1.6235 0.4173 -5.0539
O 3.0938 2.1414 4.8448
H -5.7091 -0.9789 -1.7476
H -2.8304 0.8686 3.9581
C -3.5929 2.8512 -1.2385
C -0.9502 -0.0678 3.5031
Si 0.2176 1.8198 -0.3561
C -4.9509 -0.2977 -2.1442
H 5.4174 -0.1532 0.1199
C -3.7033 -0.4304 -1.2633
H -1.3958 1.7919 4.4163
C 0.5134 0.1018 3.9126
C 2.4788 1.0243 -3.1428
C 1.1973 -4.0842 0.1189
H -3.4033 -1.4744 -1.3102
H -2.5699 -0.2437 -5.4768
C 4.1769 2.3409 -0.2108
C -0.9536 0.4092 6.7280
C 0.8530 -4.8128 1.4132
N 2.8775 -0.0228 3.5505
C 1.6238 -0.2622 3.1603
C -2.5015 0.8142 -3.5926
S 1.6208 -1.1715 1.6302
C -2.3414 -0.4568 -4.4287
C -1.9745 0.3613 5.8605
C 1.9474 2.4500 -3.2342
H 1.1489 -4.2203 2.2805
H -5.3867 0.7035 -2.1194
H -1.3142 -0.8282 -4.3815
C 1.7218 0.0353 -4.0335
C -1.4738 4.1322 0.0235
H 0.7276 -0.1556 -3.6308
C -2.6892 -3.2985 0.2274
H 4.6159 -0.7289 -3.4304
H -4.8081 -0.8883 0.5337
C 3.3358 4.1811 1.1099
H 0.9313 -4.7298 -0.7224
H 3.2048 -4.8422 0.0740
H -2.9968 -1.2659 -4.1050
H 0.9192 2.5428 -2.8564
C 2.7082 -3.8688 0.0144
H -4.4295 2.3875 -1.7442
C -1.0780 0.4326 2.0789
H 1.9309 2.7739 -4.2768
H -4.5471 0.8420 0.2936
C -1.3254 2.8095 -0.4186
C 0.4338 0.7161 6.4048
S 2.7613 0.7433 4.9885
C -1.2300 -1.5477 3.5691
C -3.7333 4.1495 -0.7739
H 5.0252 1.8269 -0.6427
P 2.4449 0.3863 -1.4003
H -2.7511 -2.2543 0.5389
O 3.4491 -0.0035 6.0099
H -1.3883 1.4776 1.9697
P 0.0709 -2.6346 -0.2416
C -2.6757 4.7974 -0.1444
C -1.6429 1.9317 -4.1848
C 0.9851 0.5592 5.1825
H -2.6891 -3.8978 -2.4448
H -4.6744 4.6666 -0.9166
C 2.8810 1.8682 -0.4031
H 3.5252 5.0614 1.7110
H 5.0023 -1.8601 0.1670
H 2.2373 -0.9293 -4.0833
C 2.0396 3.7444 0.9084
H 1.4110 -5.7536 1.4428
H -1.6850 -1.9427 4.4768
H -2.9539 0.0552 6.2168
H -1.7893 -2.3667 -2.4382
C 4.9817 -0.5314 -2.4209
C 1.7984 2.5813 0.1634
H 1.2219 4.2816 1.3708
H 5.8034 -1.2273 -2.2299
H 3.4422 -1.7054 -1.5563
C -1.8438 0.7913 4.4237
H 3.0899 -3.2450 0.8201
H -3.6074 -3.5494 -0.3141
H -0.2086 -5.0563 1.4995
*
```

Entry 2:
DFT (ωB97M-V/def2-TZVPD) results for a structure of composition C43H59O3P3SiTi at a distorted geometry.

Summary:
⟨S²⟩: 2.01
Strongest force on any atom (eV/Å): 2.9
Frontier orbital gap (alpha / beta) (eV): 6.36 / 7.07
DFT total energy (eV): -110551.774
Lowest unoccupied orbital energy (alpha / beta) (Ha): 0.018 / 0.011

```
! RIJCOSX wB97M-V def2-TZVPD def2/J DEFGRID3
* xyz 0 3
C -0.4070 2.6980 0.2664
C 3.4915 0.5438 3.0255
P 0.8251 1.6203 -2.0664
H 0.0316 -2.4344 3.5339
C -3.7591 -0.3979 -1.8170
C -4.7162 -0.7285 -2.7985
H 0.2608 -4.3102 -0.8298
H 4.8845 0.0105 -2.3208
H 4.5684 -2.0200 1.2288
H -1.1131 3.6417 2.0622
H -3.4007 -2.4832 -0.1409
P 2.6289 -0.6323 0.5992
H -3.6770 -2.4458 2.1772
C 1.1324 1.8946 3.4870
H -2.2970 -2.8399 4.1192
H -5.6203 1.7460 0.0447
H 2.5939 2.7320 -0.1056
C 4.3205 -0.6037 -1.6146
H -1.7334 0.7993 -3.6396
H 1.0767 -4.1670 1.7562
C -0.0522 2.9206 -1.0766
H 1.1160 1.4640 -4.4168
H 3.2114 -3.6448 2.8053
C 3.4898 -2.1891 1.2235
H -6.6895 -0.3998 -3.5222
H -7.2871 1.1849 -1.7096
H -1.4128 5.8614 1.0732
C 0.4094 -4.3478 2.5979
H 0.1230 4.4063 -2.6215
H 3.7893 3.6761 -3.5116
H 6.0375 0.9373 -0.3278
H -4.6639 1.5232 3.3702
H 5.1704 1.2677 1.1685
H -5.2936 -0.8561 3.0875
H 4.0227 3.3171 -0.9796
C -0.1886 4.2068 -1.6074
H 0.2864 3.8084 -4.4676
C -1.0397 5.0447 0.4673
C 1.2489 1.1202 2.3301
H -3.1764 -3.9179 -1.1262
H 2.0586 2.6123 5.2875
H 4.1774 1.4056 4.8620
C 5.3277 0.5218 0.3923
H 1.9563 -2.3952 2.7437
H -0.7922 2.7800 -5.3999
C -2.7024 1.2446 2.5406
H -3.5864 -4.0723 0.5801
P -0.8195 -2.1755 1.3105
C -0.6940 5.2551 -0.8574
H -0.9553 0.4340 -5.1754
H 3.6220 -3.1027 -0.7596
C -2.1174 -0.9937 1.8824
H -0.1903 -5.2294 2.3648
C -0.4155 2.9791 -4.3937
C 0.2063 1.6922 -3.8534
C 2.5107 2.4777 -2.2903
C -1.7676 0.3715 1.9803
H 3.3979 -0.9272 -2.1042
C 3.3577 1.3272 4.1582
Ti 0.2889 -0.7063 -0.6127
H 5.7962 -0.3590 0.8356
C -3.9558 0.8167 2.9543
C 3.1804 -3.3035 0.2169
H -3.3627 0.7381 -0.0539
C 4.0301 0.1918 -0.3385
C 2.4499 0.4275 2.0975
O -2.1330 -1.8536 -2.7286
C -0.7769 0.5603 -4.1051
C 2.7378 3.3771 -3.5060
H 3.1776 1.6220 -2.4283
C -6.2989 0.7432 -1.7344
O -4.4613 -1.5965 -3.7867
H 2.1016 -3.3903 0.0795
C -0.5055 -3.1476 2.9002
H 3.5727 1.1385 -0.6187
H 0.2034 2.4207 3.6809
H 3.5627 -4.2643 0.5706
C -5.9790 -0.1372 -2.7491
H 2.5416 2.8713 -4.4501
H 4.4201 0.0100 2.8737
C -3.3859 -1.4118 2.2835
C -2.3988 -0.9860 -1.8754
C -4.3064 -0.5138 2.8026
H -2.4642 2.2969 2.6364
H -1.0762 -3.8900 -1.9101
H -3.5364 -1.9178 -3.6229
C 3.0242 -2.5838 2.6279
H -0.4159 -0.3845 -3.7102
H -1.3490 -4.2748 4.5056
H -0.7954 6.2388 -1.2992
H 4.9256 -1.4858 -1.3949
H -2.3633 -4.2693 3.0650
H 2.5153 4.2319 -1.0169
H 3.5406 -2.0196 3.3997
C 2.9341 3.2258 -1.0186
H -1.2660 3.2809 -3.7819
C -1.5090 -3.5487 0.2137
H -1.3526 -4.4690 0.7757
O -1.5196 -0.5466 -1.0460
H -0.0887 -2.6155 -1.2028
H 2.1451 4.2910 -3.4616
C -1.7133 -3.6485 3.6872
C -0.5513 -3.6036 -1.0045
C -3.0029 -3.4930 -0.1373
Si -0.1834 0.9742 1.0720
C -5.3640 1.0597 -0.7522
C -4.1053 0.4973 -0.8037
C -0.8810 3.7814 1.0127
C 2.1709 2.0058 4.3970
H 1.0172 -4.5921 3.4703
*
```

Entry 3:
DFT (ωB97M-V/def2-TZVPD) results for a cluster of 10 separate species, C43H60ClF27IN3O19P in total at a distorted geometry.

Summary:
Strongest force on any atom (eV/Å): 2.8
Frontier orbital gap (eV): 8.20
DFT total energy (eV): -192219.363
Lowest unoccupied orbital energy (Ha): -0.149

```
! RIJCOSX wB97M-V def2-TZVPD def2/J DEFGRID3
* xyz 1 1
C 4.0265 5.1341 4.4000
C -0.7289 3.2246 -0.3122
H -2.5421 -0.9283 0.4813
H -1.8189 -1.3349 -5.3371
F -7.2966 2.9905 4.6609
F -6.1964 4.5947 5.6049
H 3.7654 4.8774 7.8599
C 3.4272 -0.9575 -2.5251
F -2.0436 -4.3624 -8.5745
H 0.2837 -2.8702 7.0090
C -4.9414 2.7622 4.7570
C -2.1306 -3.0497 -8.3653
C -1.4969 -8.0697 -10.1264
H 0.9804 1.9789 -0.5058
H 2.9930 4.9426 -0.1154
N -4.4023 4.0400 -0.0237
C -0.0535 -1.0532 5.8960
O 7.4233 0.1666 8.6687
C 7.6054 2.3481 7.8422
H -2.9558 -3.3991 -4.4672
H -2.2317 -8.7125 -9.6461
O -0.4646 -8.9471 -10.6122
C -6.1554 3.6918 4.6212
F -2.9437 -2.8546 -7.3137
H 9.1425 -1.8628 8.5412
O -4.5166 -1.4640 -4.8664
O 0.1103 -0.1328 6.9908
H -3.2855 2.2888 -1.9119
F 2.7284 1.2858 -2.9437
C 1.5432 3.8931 -1.3384
N -2.7686 2.6652 0.8087
O -2.7151 -1.7361 2.3965
C 0.7872 3.0290 -0.3192
H -1.3891 -2.3342 7.0025
H 7.3091 -1.9843 -3.1567
H -5.2525 -1.1377 1.9026
H 2.5865 5.7735 -1.5733
O -2.6276 -2.7938 -10.7116
H 5.7777 -1.8392 -4.0277
H 6.8965 -1.5548 9.6024
H -1.0981 -7.4025 -9.3635
C 3.5492 6.3278 3.5603
F 1.2732 -0.2634 -3.2747
C -1.3743 3.1127 -1.6669
O -4.8113 2.3949 6.0129
F 2.9792 7.2754 4.3181
H -1.8922 -3.3915 -3.0729
H -2.8527 6.4917 -1.5702
H -0.8293 1.8301 1.3586
C 7.2470 0.8806 7.5676
O 6.8386 0.4786 6.5193
H 5.3690 -2.2863 -1.5843
H -2.9688 -6.6998 -10.8903
H -2.6514 3.3959 1.5173
F -4.3592 0.2390 -1.8797
C -3.4719 -0.2648 -10.3841
F -2.5728 -3.6347 4.2341
H -1.5340 1.2782 -0.1541
C 5.6756 -1.3034 -1.9377
F 1.8145 0.2632 -1.2589
O 2.1756 -0.9179 7.4136
O 5.0692 4.5787 4.2372
F 1.4821 2.1082 8.1831
C -3.1913 -0.8656 1.3560
C -1.7628 -3.7397 3.1731
H 0.8607 -1.1136 5.3067
P -4.2889 5.7813 -0.1334
F -1.6493 -5.0263 2.8769
O 1.0083 -7.2474 -10.6246
C 8.2225 -2.0289 7.9805
H -2.5050 3.0173 7.2029
C 7.0852 -1.2314 8.5812
F -0.9081 -2.6140 -8.0091
C 4.2253 4.0594 7.3039
F 6.6244 2.9398 8.5501
C 0.7237 -8.3921 -10.8102
C 2.3061 0.0903 -2.5108
H -2.8309 -0.3983 -11.2539
H 8.4099 -1.7292 6.9497
H 0.9492 4.1398 -2.2080
C -3.3129 3.2394 -0.2422
H -3.6734 0.7021 5.5596
C -4.2579 -1.3351 -3.7111
H -5.3088 3.6528 0.1877
H 2.3614 3.2883 -1.6990
C -1.3984 2.1344 0.4957
C -2.2965 -2.9319 1.9829
H -4.7233 -2.1815 0.5928
H -0.8257 -0.6184 5.2610
C -2.6291 -2.3171 -9.6183
F -0.5337 -3.2891 3.5230
H -0.6440 -2.6281 -5.0740
H -2.1328 2.6822 5.5200
C -2.3762 -2.7539 -3.8091
C -1.3474 -1.9608 -4.5793
H -3.1189 0.1484 1.7477
C -2.4240 2.2199 6.4642
O -3.2500 -1.8829 -3.0533
F -5.8564 -1.3308 -1.9717
C -2.1378 -7.2993 -11.2601
H -0.6970 -3.0644 5.5436
O 4.5309 -0.4257 -2.0308
H -1.0620 3.8756 -2.3617
C -4.6297 -1.1790 1.0086
N -2.8584 3.1328 -1.5267
Cl 1.3203 3.3610 1.3712
O 3.0880 4.8119 5.2811
I -2.4366 6.4650 1.3317
F 2.0976 -10.2308 -10.2462
O -4.2504 2.4254 3.8340
H 7.9883 -3.0925 7.9942
F 2.8136 -8.8976 -11.7961
O 3.2765 -2.0791 -2.9016
H 4.3561 3.2118 7.9701
C -5.1142 -0.5199 -2.7312
O -3.6761 5.9859 -1.6355
H -5.0104 -0.4677 0.2809
C 1.2658 -0.1833 7.6452
H -0.7964 -1.2999 -3.9112
F 4.5542 6.8928 2.8952
O -3.0144 -1.0901 -9.2942
C 6.4053 -1.3864 -3.2604
H 2.3950 3.3141 6.4634
C 1.7217 -9.4602 -11.2807
F -6.1143 4.3579 3.4609
H -4.0112 1.0026 7.2546
H -5.2792 0.1348 -11.4783
H 6.3200 -0.8684 -1.1775
H -1.6360 1.5350 6.7723
H 6.1614 -1.3624 8.0199
C 3.3647 3.6722 6.1220
H -1.0894 2.1408 -2.0611
C 1.2846 0.8962 8.7368
H -1.4192 -6.6341 -11.7381
H 3.8220 2.8732 5.5391
F 2.2617 0.6759 9.6101
F -5.9355 0.3095 -3.3642
H -3.3557 0.7629 -10.0465
H 5.2061 4.3992 6.9777
H -5.5422 -0.4357 -9.8201
C 2.1776 5.1631 -0.7803
H -0.9109 4.1963 0.1368
C -4.9221 -0.5491 -10.7097
F 7.7579 3.0306 6.7077
H -5.0502 -1.5697 -11.0689
F 2.6333 5.9205 2.6583
F 1.1837 -10.2567 -12.2146
C -3.7363 1.4818 6.3182
C -0.4893 -2.4142 6.3903
H 1.4319 5.7590 -0.2630
O -2.2977 -3.3243 0.8574
F 8.7419 2.4606 8.5409
H -2.5077 -7.9811 -12.0263
F 0.1241 0.9357 9.4069
H 6.6793 -0.3902 -3.6084
*
```

Q: Among the records above, which one has the lowest DFT total energy?
A: C43H60ClF27IN3O19P

Q: The highest DFT total energy belongs to which entry?
A: C43H59O3P3SiTi